[1]
Formula: C64H176N16O16
Source: OMol25
Level of theory: the ωB97M-V functional and the def2-TZVPD basis

Cartesian coordinates (Å):
C: 0.8778 13.8889 -4.2797
C: 1.7814 13.5034 -5.4189
C: 2.2527 12.0504 -5.5029
O: 2.9472 11.6293 -4.3437
C: 3.3784 10.2333 -4.3979
N: 1.2201 13.9996 -6.6472
H: 1.4709 13.6623 -3.3937
H: 0.0119 13.2358 -4.1718
H: 0.5507 14.9200 -4.1462
H: 2.7607 13.9598 -5.2748
H: 2.8332 11.9591 -6.4209
H: 1.3413 11.4541 -5.5445
H: 2.5639 9.5133 -4.4769
H: 3.7588 9.9111 -3.4285
H: 4.1745 10.1722 -5.1399
H: 0.2702 13.6574 -6.6183
H: 1.6539 13.5670 -7.4501
C: -8.8888 -6.8880 -1.5794
C: -9.1076 -6.0458 -2.8324
C: -10.5927 -5.5917 -2.9412
O: -11.4757 -6.7591 -2.8591
C: -12.8223 -6.5470 -3.3399
N: -8.2190 -4.9119 -2.7895
H: -9.5301 -7.7690 -1.5536
H: -9.0231 -6.3714 -0.6291
H: -7.8869 -7.3164 -1.6039
H: -8.8556 -6.6613 -3.6960
H: -10.6726 -4.8890 -3.7707
H: -10.7875 -4.9102 -2.1131
H: -12.7972 -6.2112 -4.3766
H: -13.3411 -5.7781 -2.7674
H: -13.3765 -7.4855 -3.3534
H: -8.2913 -4.3692 -3.6382
H: -7.2741 -5.2603 -2.8651
C: -7.8094 -1.2659 4.2876
C: -8.7005 -0.5027 3.2779
C: -9.0920 0.8562 3.8829
O: -9.7010 0.8235 5.2237
C: -10.1579 2.1366 5.6696
N: -7.9865 -0.2449 2.0686
H: -8.4601 -1.5820 5.1029
H: -7.0952 -0.5052 4.6028
H: -7.2333 -2.0881 3.8629
H: -9.6179 -1.0430 3.0446
H: -9.7789 1.3764 3.2154
H: -8.1573 1.4119 3.9573
H: -10.9737 2.4307 5.0093
H: -9.4038 2.9157 5.5572
H: -10.4293 2.1081 6.7249
H: -8.5430 0.4246 1.5565
H: -7.8724 -0.9911 1.3977
C: -0.2097 -9.0664 1.1622
C: -1.0980 -7.9100 1.5509
C: -1.2297 -7.6554 3.0534
O: -1.7527 -8.7939 3.7404
C: -3.0538 -9.2288 3.2958
N: -0.5157 -6.8234 0.8057
H: 0.7821 -8.9072 1.5852
H: -0.0856 -9.2842 0.1014
H: -0.4103 -9.9518 1.7656
H: -2.0724 -8.0264 1.0763
H: -1.9559 -6.8561 3.2014
H: -0.3554 -7.2392 3.5538
H: -3.0574 -9.9067 2.4422
H: -3.7125 -8.3938 3.0570
H: -3.5137 -9.8915 4.0288
H: 0.4336 -6.7146 1.1328
H: -0.9739 -5.9737 1.1027
C: -0.4698 -3.3097 -5.9472
C: -2.0626 -3.3042 -5.8295
C: -2.8312 -2.9334 -7.1226
O: -4.1744 -2.4714 -6.8327
C: -4.8008 -1.9861 -8.0120
N: -2.5023 -4.5552 -5.3107
H: -0.2478 -2.2911 -6.2653
H: -0.1814 -4.0181 -6.7238
H: -0.0001 -3.4446 -4.9729
H: -2.2137 -2.6179 -4.9963
H: -2.8191 -3.7967 -7.7878
H: -2.2732 -2.1552 -7.6433
H: -5.0457 -2.7335 -8.7666
H: -4.1966 -1.1866 -8.4407
H: -5.7804 -1.6016 -7.7279
H: -2.2132 -5.3635 -5.8429
H: -2.0867 -4.7291 -4.4068
C: 2.9295 2.7183 10.3995
C: 2.9752 4.0671 11.0901
C: 3.1261 3.9837 12.5739
O: 2.0198 3.3329 13.1401
C: 2.0873 3.5036 14.5805
N: 3.9900 4.8722 10.4659
H: 2.7868 2.7360 9.3190
H: 2.0967 2.1728 10.8433
H: 3.8235 2.1332 10.6147
H: 2.0337 4.5569 10.8412
H: 3.1614 5.0160 12.9221
H: 4.0664 3.5247 12.8793
H: 1.9077 4.5024 14.9784
H: 3.0295 3.1734 15.0179
H: 1.3012 2.9296 15.0711
H: 3.6537 5.1956 9.5701
H: 4.3223 5.6554 11.0103
C: -5.7918 3.9273 -2.5856
C: -6.1031 2.5822 -3.2132
C: -7.5660 2.4392 -3.7490
O: -8.5294 2.4939 -2.7139
C: -9.8138 2.1503 -3.1455
N: -5.1831 2.2674 -4.2744
H: -5.6400 4.7879 -3.2370
H: -4.9282 3.8477 -1.9253
H: -6.6322 4.1689 -1.9349
H: -5.9406 1.8135 -2.4577
H: -7.6344 1.4353 -4.1680
H: -7.7867 3.1580 -4.5382
H: -10.1787 2.5836 -4.0767
H: -10.5817 2.3106 -2.3887
H: -9.7103 1.0888 -3.3705
H: -4.2410 2.1831 -3.9202
H: -5.3829 1.3435 -4.6303
C: 12.3843 -2.6143 -2.8928
C: 12.9208 -1.1766 -2.7773
C: 11.9134 -0.0763 -2.3451
O: 10.6851 -0.1081 -3.0772
C: 9.7577 0.8170 -2.5570
N: 14.0033 -1.2758 -1.8367
H: 11.6510 -2.8760 -3.6556
H: 11.9038 -2.6642 -1.9157
H: 13.2394 -3.2760 -3.0309
H: 13.2806 -0.8503 -3.7532
H: 12.3645 0.9086 -2.4659
H: 11.6903 -0.2164 -1.2874
H: 10.1446 1.8355 -2.5265
H: 9.5960 0.6017 -1.5008
H: 8.7720 0.8392 -3.0217
H: 14.5514 -2.0760 -2.1186
H: 13.5396 -1.5052 -0.9693
C: -0.1488 0.1696 2.4659
C: -0.5983 0.3571 0.9569
C: 0.6407 0.7087 0.1005
O: 0.2974 0.9414 -1.2558
C: 1.3845 1.2991 -2.0354
N: -1.1972 -0.9350 0.5502
H: 0.2963 1.0514 2.9268
H: 0.4965 -0.6800 2.6891
H: -1.0085 -0.0822 3.0869
H: -1.3769 1.1041 0.8024
H: 1.3775 -0.0942 0.1202
H: 1.0497 1.6382 0.4965
H: 1.0957 1.2803 -3.0863
H: 2.1850 0.5770 -1.8749
H: 1.6254 2.3271 -1.7648
H: -2.1339 -0.9844 0.9247
H: -1.4843 -0.8622 -0.4155
C: 0.0970 6.1332 -9.7761
C: -0.9564 5.6684 -10.8025
C: -0.5507 5.6744 -12.3445
O: -0.4927 7.0102 -12.8690
C: 0.2890 7.1193 -14.0523
N: -1.4300 4.2981 -10.3965
H: 0.6672 6.9959 -10.1207
H: 0.8692 5.3654 -9.7266
H: -0.2006 6.3948 -8.7607
H: -1.8412 6.2945 -10.6878
H: -1.1628 5.0588 -13.0037
H: 0.4485 5.2433 -12.4058
H: 0.5763 8.1289 -14.3462
H: -0.1904 6.5964 -14.8799
H: 1.2679 6.6513 -13.9478
H: -1.6448 4.4407 -9.4200
H: -2.3433 4.2343 -10.8230
C: 11.0042 -3.3611 5.2333
C: 10.8412 -2.6387 3.8568
C: 9.6931 -1.5842 3.7444
O: 8.4736 -2.3281 3.6927
C: 7.3040 -1.5580 3.7927
N: 12.1246 -2.0892 3.4660
H: 10.2424 -4.1303 5.3602
H: 11.0136 -2.7575 6.1408
H: 11.9409 -3.9008 5.0937
H: 10.6697 -3.4266 3.1233
H: 9.7235 -0.8414 2.9473
H: 9.6569 -0.9946 4.6604
H: 6.5219 -2.3052 3.9266
H: 6.9915 -1.0863 2.8611
H: 7.2504 -0.7814 4.5557
H: 12.4185 -1.4329 4.1753
H: 12.7640 -2.8561 3.6180
C: 2.5928 -1.3747 -13.3116
C: 1.2562 -1.1274 -12.5262
C: 0.5445 -2.4245 -12.1222
O: 0.4244 -3.3263 -13.2020
C: -0.4080 -4.4606 -12.9615
N: 1.6031 -0.3211 -11.3755
H: 3.1673 -2.1453 -12.7975
H: 3.1351 -0.4320 -13.3836
H: 2.2868 -1.6955 -14.3074
H: 0.6367 -0.5897 -13.2439
H: -0.4863 -2.1751 -11.8705
H: 0.9685 -2.8252 -11.2015
H: -1.4171 -4.1420 -12.7001
H: -0.1076 -5.0933 -12.1263
H: -0.4366 -5.0746 -13.8617
H: 0.8026 0.1029 -10.9290
H: 1.8725 0.5241 -11.8585
C: -3.8473 6.3304 3.9781
C: -3.4197 7.6036 4.7275
C: -3.1620 8.7883 3.7865
O: -2.0014 8.4990 2.9263
C: -2.0324 9.1835 1.6476
N: -4.4649 7.9379 5.6998
H: -4.8109 6.5148 3.5031
H: -3.8689 5.4541 4.6261
H: -3.1715 6.1029 3.1538
H: -2.5259 7.4391 5.3292
H: -3.1510 9.7954 4.2033
H: -4.0514 8.8000 3.1565
H: -1.9053 10.2584 1.7756
H: -2.9253 8.9145 1.0832
H: -1.1886 8.8705 1.0327
H: -5.2731 7.9252 5.0943
H: -4.7528 7.1388 6.2464
C: 6.6237 -5.5101 -1.4919
C: 6.4864 -6.9377 -0.8521
C: 7.8762 -7.7712 -0.7679
O: 7.6942 -9.1408 -0.4690
C: 6.9961 -9.9133 -1.4328
N: 5.8820 -6.7640 0.4481
H: 6.8829 -5.4868 -2.5504
H: 7.4361 -5.0040 -0.9705
H: 5.7374 -4.8918 -1.3496
H: 5.7090 -7.5061 -1.3627
H: 8.5741 -7.4081 -0.0134
H: 8.3582 -7.7268 -1.7445
H: 7.3079 -10.9538 -1.3421
H: 7.1744 -9.6507 -2.4756
H: 5.9118 -9.9229 -1.3210
H: 5.7845 -7.6595 0.9048
H: 6.5321 -6.1846 0.9597
C: 6.6022 -8.2620 6.1778
C: 6.1884 -7.7273 7.5584
C: 4.9259 -6.9216 7.5651
O: 4.7888 -6.2229 8.7404
C: 3.5360 -5.5344 8.9348
N: 6.0160 -8.9241 8.4244
H: 5.7073 -8.6454 5.6877
H: 7.4044 -8.9921 6.0698
H: 6.9092 -7.4506 5.5179
H: 6.9509 -7.0994 8.0194
H: 4.0063 -7.4723 7.3671
H: 4.9396 -6.1990 6.7492
H: 3.5293 -5.0002 9.8849
H: 2.7508 -6.2904 8.9272
H: 3.1303 -4.7784 8.2624
H: 5.3526 -9.5215 7.9520
H: 5.5389 -8.6825 9.2812
C: -6.2097 5.5870 11.9377
C: -7.0901 4.4095 11.4934
C: -6.2725 3.1643 11.1968
O: -5.2996 3.4153 10.1446
C: -4.2207 2.5134 10.0915
N: -7.9263 4.0180 12.5776
H: -5.3415 5.8926 11.3537
H: -5.6871 5.3103 12.8534
H: -6.8362 6.4766 12.0020
H: -7.7401 4.7207 10.6755
H: -6.8839 2.3489 10.8101
H: -5.7839 2.7633 12.0848
H: -3.5675 2.8618 9.2914
H: -4.6281 1.5196 9.9063
H: -3.6663 2.6030 11.0256
H: -8.4894 4.8330 12.7745
H: -7.2993 4.0578 13.3684

Values from the calculation:
* DFT total energy: -125807.9221 eV
* HOMO: -8.926 eV
* ΔE to the lowest compared entry with this formula, charge and spin: 206.5 kcal per mole
* molar mass: 1426.208 g mol⁻¹

---

[2]
Formula: C64H51FGeN4O2P3RhS
Source: OMol25
Level of theory: the ωB97M-V functional and the def2-TZVPD basis

Cartesian coordinates (Å):
Rh: -0.1067 -0.1636 -0.0654
F: 0.1379 0.3021 -4.5913
Ge: -0.0241 0.2899 -2.8206
C: 0.6239 -1.5768 -2.7906
C: 0.2339 -2.3032 -3.9189
C: 0.8985 -3.4710 -4.2521
C: 1.9985 -3.8868 -3.5110
C: 2.3798 -3.1827 -2.3830
C: 1.6516 -2.0646 -1.9711
P: 2.0803 -1.2132 -0.4275
C: 2.1931 -2.4433 0.8667
C: 1.6140 -3.7874 0.5523
C: 1.4909 -4.7558 1.7519
C: 2.1214 -4.3117 3.0410
C: 2.5830 -3.0788 3.2058
C: 2.5665 -2.0999 2.0994
C: 3.7923 -0.6654 -0.7409
C: 4.8777 -1.2863 -0.1249
C: 6.1750 -0.9430 -0.4901
C: 6.3982 0.0198 -1.4604
C: 5.3186 0.6470 -2.0715
C: 4.0265 0.3061 -1.7150
C: 1.1182 1.8480 -2.5977
C: 1.7851 2.2825 -3.7516
C: 2.5045 3.4677 -3.7356
C: 2.5594 4.2412 -2.5834
C: 1.9153 3.8103 -1.4386
C: 1.2037 2.6065 -1.4374
P: 0.4106 2.1237 0.1197
C: -0.9784 3.2928 0.2085
C: -1.6397 3.6456 1.3912
C: -2.6674 4.5747 1.3564
C: -3.0776 5.1317 0.1520
C: -2.4505 4.7632 -1.0270
C: -1.4061 3.8515 -1.0020
C: 1.6881 2.5804 1.3159
C: 2.8670 1.8466 1.3372
C: 3.8966 2.1936 2.1958
C: 3.7467 3.2796 3.0484
C: 2.5756 4.0214 3.0211
C: 1.5451 3.6778 2.1574
C: -1.9275 0.6362 -2.9099
C: -2.3673 1.4222 -3.9813
C: -3.7208 1.5685 -4.2261
C: -4.6566 0.9235 -3.4216
C: -4.2398 0.1554 -2.3522
C: -2.8731 0.0239 -2.0857
P: -2.3748 -0.9528 -0.6427
C: -3.6100 -0.3953 0.5634
C: -3.5878 0.9644 0.8708
C: -4.6287 1.5360 1.5772
C: -5.6907 0.7514 2.0137
C: -5.7091 -0.6027 1.7317
C: -4.6786 -1.1772 0.9957
C: -2.7739 -2.6599 -1.0840
C: -3.0352 -3.6390 -0.1179
C: -3.3725 -4.9230 -0.5037
C: -3.4247 -5.2565 -1.8551
C: -3.1452 -4.2993 -2.8152
C: -2.8193 -3.0030 -2.4330
H: -0.5403 -1.9241 -4.5712
H: 0.5923 -4.0296 -5.1271
H: 2.5694 -4.7507 -3.8250
H: 3.2645 -3.4860 -1.8356
H: 2.0794 -4.2348 -0.3170
H: 1.8155 -5.7640 1.5020
H: 2.1704 -5.0290 3.8522
H: 2.9876 -2.7593 4.1565
H: 2.9011 -1.0904 2.3195
H: 4.7259 -2.0417 0.6331
H: 7.0108 -1.4372 -0.0126
H: 7.4096 0.2795 -1.7443
H: 5.4836 1.4017 -2.8298
H: 3.2018 0.7970 -2.2033
H: 1.7333 1.6994 -4.6570
H: 3.0149 3.7922 -4.6336
H: 3.1034 5.1767 -2.5763
H: 1.9714 4.4089 -0.5375
H: -1.3460 3.2053 2.3296
H: -3.1484 4.8699 2.2809
H: -3.8875 5.8496 0.1326
H: -2.7624 5.1943 -1.9692
H: -0.9223 3.5854 -1.9308
H: 3.0004 1.0153 0.6687
H: 4.8170 1.6229 2.1899
H: 4.5426 3.5497 3.7298
H: 2.4587 4.8755 3.6745
H: 0.6466 4.2787 2.1423
H: -1.6459 1.8902 -4.6378
H: -4.0531 2.1745 -5.0591
H: -5.7134 1.0232 -3.6317
H: -4.9722 -0.3380 -1.7247
H: -2.7805 1.5892 0.5145
H: -4.6131 2.5983 1.7823
H: -6.5081 1.2000 2.5637
H: -6.5378 -1.2172 2.0575
H: -4.7504 -2.2213 0.7333
H: -2.9763 -3.4000 0.9364
H: -3.5969 -5.6684 0.2486
H: -3.6823 -6.2643 -2.1538
H: -3.1890 -4.5531 -3.8661
H: -2.6167 -2.2595 -3.1920
N: -5.0160 -0.2229 6.9832
C: -3.9620 -0.1441 6.1238
C: -2.9342 -1.1012 6.1668
C: -1.8684 -1.0240 5.3042
C: -1.8127 0.0055 4.3601
C: -2.8206 0.9660 4.3113
C: -3.8858 0.8892 5.1785
S: -0.4297 0.1715 3.3491
O: -0.3404 1.5387 2.9151
O: 0.6923 -0.4534 3.9855
N: -0.6687 -0.6275 1.8908
C: -0.6308 -1.9443 1.7875
N: -0.9123 -2.7263 2.9171
C: -0.7134 -3.9763 2.8176
C: -0.0764 -4.6459 1.6586
C: 0.0605 -3.7182 0.4061
N: -0.4896 -2.3692 0.5569
H: -5.0070 -0.8861 7.7363
H: -5.6788 0.5280 7.0446
H: -2.9778 -1.8931 6.9045
H: -1.0612 -1.7399 5.3607
H: -2.7504 1.7815 3.6070
H: -4.6662 1.6406 5.1485
H: -1.0534 -4.5909 3.6509
H: -0.5699 -5.5991 1.4728
H: -0.3088 -4.1667 -0.5149

Values from the calculation:
* DFT total energy: -178181.7223 eV
* HOMO (alpha / beta): -12.200 / -12.189 eV
* net charge: +2
* molar mass: 1227.641 g mol⁻¹